[1]
A structure of composition C41H63AsGeO3P3RbS4Se at a distorted geometry, computed with ωB97M-V with the def2-TZVPD basis set.

XYZ file:
```
118
C41H63AsGeO3P3RbS4Se (ωB97M-V with the def2-TZVPD basis set)
Rb -1.426 -0.312 1.024
S -4.418 1.768 3.359
As -3.979 -0.360 3.530
S -1.831 -0.437 4.097
S -4.254 -1.302 1.548
S -5.161 -1.390 5.004
O -0.933 1.763 -0.253
P -0.793 2.982 0.607
C -0.058 2.529 2.224
P 1.366 1.379 2.087
O 1.011 0.051 1.494
C 2.046 1.278 3.746
C 1.136 1.027 4.778
C 1.608 0.837 6.070
C 2.969 0.904 6.338
C 3.877 1.142 5.312
C 3.416 1.323 4.015
C 2.568 2.240 1.044
C 3.374 3.286 1.470
C 4.193 3.947 0.565
C 4.185 3.574 -0.774
C 3.376 2.538 -1.206
C 2.571 1.864 -0.292
C -2.328 3.837 0.903
C -2.350 5.182 1.305
C -3.556 5.816 1.515
C -4.753 5.117 1.320
C -4.735 3.787 0.963
C -3.516 3.128 0.773
C 0.225 4.257 -0.213
C 0.206 4.248 -1.607
C 0.872 5.238 -2.323
C 1.559 6.237 -1.649
C 1.593 6.243 -0.264
C 0.929 5.249 0.449
H -0.867 1.996 2.776
H 0.223 3.412 2.801
H 0.064 0.910 4.579
H 0.897 0.618 6.857
H 3.328 0.756 7.350
H 4.940 1.173 5.517
H 4.130 1.478 3.214
H 3.358 3.599 2.509
H 4.823 4.763 0.899
H 4.811 4.101 -1.484
H 3.362 2.250 -2.250
H 1.923 1.055 -0.606
H -1.428 5.736 1.435
H -3.574 6.853 1.828
H -5.700 5.612 1.498
H -5.649 3.214 0.901
H -3.521 2.071 0.542
H -0.326 3.457 -2.124
H 0.852 5.224 -3.406
H 2.078 7.009 -2.205
H 2.140 7.013 0.267
H 0.973 5.255 1.533
C -0.542 -3.010 -4.435
C -1.477 -1.804 -4.329
C -2.929 -2.288 -4.360
P -1.172 -0.917 -2.736
C -2.252 0.598 -2.858
C -2.469 1.216 -4.241
C -3.601 0.386 -2.148
C 0.546 -0.202 -2.910
C 1.045 0.184 -4.301
C 1.560 -1.119 -2.216
H -0.782 -3.602 -5.325
H -0.657 -3.660 -3.561
H 0.511 -2.729 -4.494
H -1.300 -1.134 -5.177
H -3.171 -2.849 -3.452
H -3.090 -2.949 -5.218
H -3.641 -1.467 -4.432
H -1.704 1.310 -2.241
H -3.003 0.536 -4.911
H -1.539 1.503 -4.732
H -3.084 2.119 -4.148
H -4.293 -0.194 -2.765
H -4.074 1.352 -1.952
H -3.519 -0.130 -1.189
H 0.467 0.711 -2.305
H 1.130 -0.689 -4.953
H 2.044 0.630 -4.232
H 0.397 0.905 -4.797
H 1.712 -2.046 -2.776
H 1.234 -1.402 -1.214
H 2.538 -0.632 -2.131
C 4.808 -0.990 0.688
C 3.873 -1.657 1.683
O 2.736 -2.218 1.065
H 5.698 -0.598 1.192
H 4.310 -0.160 0.182
H 5.125 -1.708 -0.072
H 3.577 -0.952 2.465
H 4.395 -2.476 2.185
H 2.040 -1.542 1.042
C -0.675 -7.460 1.874
Ge -0.612 -6.935 0.004
C 1.239 -6.888 -0.606
C -1.580 -8.272 -1.047
C -1.357 -5.164 -0.243
Se -0.439 -3.889 0.913
C -1.740 -3.875 2.369
H -0.143 -8.403 2.022
H -1.707 -7.582 2.209
H -0.203 -6.685 2.480
H 1.796 -7.758 -0.253
H 1.716 -5.988 -0.213
H 1.283 -6.864 -1.698
H -1.120 -9.255 -0.918
H -1.563 -8.019 -2.110
H -2.621 -8.331 -0.722
H -2.420 -5.108 -0.008
H -1.230 -4.834 -1.275
H -1.826 -4.877 2.788
H -2.696 -3.483 2.022
H -1.374 -3.181 3.128
```

Values from the calculation:
HOMO level	-0.39	eV
2S+1	1
net charge	-2
lowest unoccupied orbital energy	3.1	eV
molar mass	1137.1	u

[2]
A structure of composition C41H63GeLaN4O2P3 at a distorted geometry, computed with ωB97M-V with the def2-TZVPD basis set.

XYZ file:
```
115
C41H63GeLaN4O2P3 (ωB97M-V with the def2-TZVPD basis set)
La -5.537 -14.192 12.475
C -6.040 -18.463 14.237
C -6.389 -18.420 12.731
C -5.171 -18.780 11.784
P -7.241 -16.724 12.326
C -9.029 -16.834 13.085
N -9.757 -15.594 13.274
Ge -8.630 -13.920 13.535
N -9.428 -12.584 12.361
C -9.128 -12.497 10.959
P -7.372 -12.361 10.384
C -7.562 -12.987 8.618
C -6.169 -13.109 7.875
C -8.574 -12.335 7.637
C -7.229 -10.495 10.450
C -8.054 -9.862 9.302
C -5.752 -10.237 10.398
C -10.218 -11.668 12.954
C -10.304 -10.311 12.549
C -10.895 -9.342 13.379
C -11.433 -9.722 14.611
C -11.371 -11.041 15.057
C -10.886 -12.021 14.156
N -10.945 -13.403 14.378
C -11.678 -14.209 13.459
C -12.934 -13.884 12.965
C -13.628 -14.777 12.136
C -13.213 -16.119 12.078
C -12.022 -16.490 12.682
C -11.112 -15.514 13.175
C -10.878 -13.934 15.743
C -12.056 -14.158 16.452
C -12.018 -14.911 17.633
C -10.804 -15.455 17.997
C -9.656 -15.285 17.255
C -9.640 -14.348 16.209
N -8.504 -13.968 15.542
C -7.343 -13.551 16.323
P -5.830 -12.915 15.368
C -5.576 -11.091 15.946
C -6.868 -10.213 15.955
C -4.524 -10.409 15.033
C -4.571 -13.805 16.396
C -3.185 -13.249 16.208
C -4.568 -15.314 15.961
C -7.656 -17.013 10.494
C -9.027 -16.555 10.085
C -6.601 -16.252 9.698
H -6.098 -19.516 14.601
H -6.839 -17.936 14.794
H -5.126 -17.977 14.507
H -7.177 -19.208 12.594
H -4.354 -18.058 11.935
H -5.347 -18.904 10.715
H -4.787 -19.750 12.179
H -8.884 -17.345 14.056
H -9.616 -17.506 12.417
H -9.740 -11.689 10.534
H -9.541 -13.429 10.486
H -7.953 -14.072 8.793
H -6.123 -12.072 7.453
H -6.236 -13.983 7.141
H -5.303 -13.379 8.519
H -8.119 -11.556 7.030
H -9.468 -11.960 8.166
H -9.038 -13.075 6.997
H -7.759 -10.253 11.396
H -7.561 -10.009 8.314
H -8.189 -8.801 9.432
H -9.056 -10.239 9.213
H -5.320 -10.690 9.481
H -5.197 -10.503 11.251
H -5.657 -9.156 10.416
H -9.793 -9.953 11.649
H -10.909 -8.289 13.075
H -11.898 -8.935 15.177
H -11.801 -11.310 16.021
H -13.387 -12.947 13.198
H -14.533 -14.527 11.535
H -13.855 -16.859 11.574
H -11.685 -17.539 12.665
H -13.015 -13.804 16.104
H -12.877 -15.064 18.255
H -10.716 -15.994 18.967
H -8.776 -15.841 17.544
H -7.113 -14.319 17.158
H -7.663 -12.694 16.938
H -5.371 -11.313 17.015
H -7.456 -10.447 16.848
H -7.458 -10.371 15.076
H -6.576 -9.169 16.012
H -3.921 -9.604 15.562
H -5.030 -9.915 14.176
H -3.842 -11.137 14.504
H -4.825 -13.715 17.435
H -2.736 -13.564 15.216
H -2.532 -13.696 16.955
H -3.142 -12.160 16.284
H -4.130 -15.364 14.926
H -5.533 -15.745 16.018
H -3.919 -15.900 16.578
H -7.531 -18.114 10.431
H -9.799 -17.258 9.942
H -8.922 -15.967 9.149
H -9.448 -15.824 10.791
H -5.529 -16.473 10.010
H -6.727 -15.140 9.809
H -6.668 -16.507 8.628
C -1.755 -15.907 10.887
O -2.427 -14.651 10.804
C -3.623 -14.396 11.312
O -4.026 -13.214 11.017
H -1.036 -15.920 10.010
H -2.456 -16.783 10.748
H -1.213 -16.105 11.809
```

Values from the calculation:
expectation value of S²	0.776
HOMO level (alpha / beta)	-11.74 / -11.69	eV
2S+1	2
net charge	+2
lowest unoccupied orbital energy (alpha / beta)	-5.5 / -7.2	eV
molar mass	948.4	u

Electronic energy values (in a.u.) by entry order: -11181.03602, -5101.56620.
Relative energy (zero: lowest compared OMol25 entry of this formula, charge and spin) values (in kcal/mol) by entry order: 18.0, 0.0.